210
Properties=species:S:1:pos:R:3:forces:R:3 method="wB97M-V/def2-TZVPD" e_tot_ev=-230252.860 gap_ev=8.508 de_lowest_kcal_mol=66.1
N 3.61366 -4.26403 0.61907 2.68 -0.92 -0.80
C 4.54869 -5.29707 0.39690 -0.58 1.12 -0.85
C 5.67882 -4.69303 -0.13725 0.38 -1.66 0.92
C 5.53886 -3.31322 -0.07593 0.37 0.21 -0.47
C 4.26820 -3.09448 0.33420 -1.72 1.13 0.93
H 2.65060 -4.35867 0.90829 -0.06 -0.02 0.45
H 4.32388 -6.34220 0.55037 -0.14 0.15 -0.03
H 6.60822 -5.14928 -0.44458 -0.16 -0.40 0.13
H 6.36832 -2.65045 -0.27377 -0.46 0.36 -0.08
H 3.76131 -2.17638 0.59221 0.06 0.15 -0.21
N -3.49996 3.36383 -6.02436 -0.54 0.33 -1.07
C -3.28437 3.56771 -4.68927 -0.27 -1.37 -0.20
C -4.51325 3.55215 -4.06372 -0.38 0.21 -0.56
C -5.48946 3.41902 -5.10924 -0.46 0.52 0.39
C -4.86368 3.34715 -6.31266 1.34 -0.72 0.59
H -2.75700 3.19406 -6.68716 -0.26 0.13 0.10
H -2.27888 3.34041 -4.36722 -0.05 0.52 0.50
H -4.74665 3.62188 -3.01155 0.24 0.04 -0.05
H -6.56798 3.43628 -5.05545 0.06 -0.05 0.43
H -5.29089 3.11338 -7.27664 0.35 0.28 -0.03
N 3.96455 3.11324 5.40917 0.05 1.47 -0.02
C 3.52348 1.91976 4.97439 0.11 -0.14 -1.00
C 2.78257 2.15418 3.83350 -0.68 0.04 -0.08
C 2.69141 3.58440 3.57594 1.59 -1.02 2.60
C 3.46979 4.13676 4.63094 -0.19 -0.46 -1.02
H 4.69418 3.23558 6.09675 -0.34 0.07 -0.03
H 3.87855 1.03414 5.48037 -0.34 -0.16 -0.26
H 2.25918 1.36983 3.30694 0.00 0.12 -0.24
H 2.12587 4.07985 2.80064 0.10 0.05 0.16
H 3.80639 5.13329 4.87596 -0.32 0.08 -0.23
N 5.07833 3.43188 1.37220 0.56 -0.69 0.09
C 5.84925 2.29189 1.37788 0.32 -0.12 -0.08
C 6.57422 2.25294 0.19543 -0.81 -0.88 1.16
C 6.10052 3.31652 -0.55217 1.15 1.05 -1.82
C 5.27093 4.09326 0.18965 -0.93 0.13 0.44
H 4.45550 3.68387 2.12632 0.03 0.07 -0.03
H 5.78152 1.54980 2.15961 0.06 0.31 0.17
H 7.33496 1.55726 -0.12662 -0.26 -0.18 0.19
H 6.43709 3.46521 -1.56756 -0.03 0.59 0.08
H 4.80170 5.04854 0.00616 -0.03 -0.18 -0.12
C -1.58094 -4.05282 3.17273 0.51 1.24 0.81
O -1.40821 -4.70072 1.93080 2.16 -2.15 -1.79
P 0.05283 -5.40385 1.54374 -0.88 0.47 0.14
O 1.24432 -4.54573 1.93108 -2.33 -2.04 -0.48
O -0.02122 -6.91283 2.19509 0.92 2.09 -0.96
C -1.02068 -7.78277 1.64652 -0.96 -0.17 0.79
O -0.15860 -5.68069 -0.04197 -0.19 -0.12 1.51
C 0.85205 -6.23708 -0.93471 0.78 1.47 -0.27
H -0.81169 -4.27186 3.91325 0.06 -0.29 -0.07
H -2.55093 -4.25054 3.62895 -0.02 -0.27 -0.44
H -1.49986 -2.98751 2.95676 -0.20 0.15 0.25
H -0.60101 -8.68970 1.21125 0.32 0.28 -0.03
H -1.68643 -7.28251 0.94323 0.25 -0.02 -0.09
H -1.62766 -8.05733 2.50924 -0.09 -0.25 -0.12
H 1.16027 -5.35210 -1.49140 0.26 -0.24 -0.21
H 0.51018 -6.95850 -1.67686 -0.74 0.01 0.51
H 1.75418 -6.61781 -0.45586 -0.27 -0.08 0.47
C -1.60031 -4.33637 -3.44820 -0.94 -1.37 -0.44
O -1.06480 -3.18626 -4.09768 -1.83 3.06 -0.44
P -2.19444 -2.04552 -4.64834 -0.05 0.14 0.46
O -3.45162 -2.57486 -5.25848 2.21 0.68 0.83
O -2.40949 -1.07087 -3.35555 1.34 -2.06 -0.80
C -3.36838 -0.03319 -3.29784 -0.70 -0.39 0.15
O -1.33936 -1.04493 -5.63110 -1.85 -1.83 0.30
C -0.26108 -0.32820 -5.12327 1.37 0.36 0.90
H -2.48822 -4.24560 -2.82251 -0.02 1.07 0.09
H -0.86266 -4.84161 -2.82473 0.30 0.29 -0.49
H -1.96208 -4.97680 -4.25261 0.41 -0.47 0.16
H -2.92057 0.77552 -2.72030 -0.05 0.14 -0.35
H -4.20500 -0.42437 -2.71891 -0.18 0.24 -0.10
H -3.71210 0.23719 -4.29626 0.08 0.37 0.09
H 0.53447 -1.03091 -4.87548 0.30 0.26 -0.27
H -0.47442 0.19814 -4.19292 -0.40 0.01 0.13
H 0.08673 0.42452 -5.83076 -0.08 -0.38 -0.30
C -4.48647 1.31099 -0.11270 -1.29 0.26 -0.12
O -3.93737 -0.01453 -0.17069 0.30 -0.52 -0.03
P -4.42629 -1.11693 0.90417 -1.39 -0.67 0.61
O -5.88796 -1.42684 0.92074 2.32 0.51 -0.38
O -3.93302 -0.42411 2.24825 -0.08 -1.16 -0.13
C -2.53605 -0.25346 2.42988 0.87 1.06 0.46
O -3.43276 -2.42194 0.77308 -0.76 2.71 0.40
C -3.33015 -3.16608 -0.41698 -0.33 -0.91 -0.53
H -4.88457 1.56719 -1.09453 0.38 -0.07 -0.24
H -3.83724 2.11398 0.23632 0.68 -0.55 -0.10
H -5.36988 1.39025 0.52088 0.00 -0.46 0.30
H -1.87448 -0.73604 1.71048 -0.45 -0.36 -0.04
H -2.24182 -0.52722 3.44308 -0.19 -0.30 -0.03
H -2.31590 0.81084 2.34672 -0.02 0.17 -0.06
H -3.68927 -4.16513 -0.16995 0.06 -0.11 -0.21
H -2.29759 -3.24174 -0.75784 0.06 0.24 0.21
H -3.94182 -2.78123 -1.23298 -0.03 0.19 0.03
C 2.56618 -0.98425 -3.10870 0.22 -2.07 -0.21
O 2.67901 0.34573 -3.46923 -0.57 1.97 0.87
P 3.53196 0.90874 -4.66763 0.31 -0.08 0.65
O 3.03462 0.25446 -5.89168 1.18 0.83 0.08
O 3.36535 2.53506 -4.51193 1.68 -2.41 0.20
C 2.09392 3.09443 -4.54507 -1.91 0.17 -0.64
O 5.06794 0.62865 -4.18984 -1.41 0.94 -0.49
C 5.56076 1.18218 -2.94323 0.97 0.31 -0.02
H 3.11021 -1.19115 -2.18711 -0.11 0.12 0.11
H 2.94831 -1.66043 -3.87347 0.46 0.10 -0.19
H 1.53600 -1.33371 -3.04011 -0.23 0.61 0.41
H 1.71749 3.44208 -3.58301 0.57 0.06 0.18
H 1.35356 2.36799 -4.88011 -0.08 -0.17 -0.17
H 2.06436 3.91047 -5.26707 0.18 0.05 0.19
H 6.44649 1.79164 -3.12249 0.05 -0.01 -0.68
H 5.95521 0.39070 -2.30600 -0.65 -0.26 -0.01
H 4.92928 1.87997 -2.39329 -0.69 -0.57 -0.26
C 2.69223 -7.49270 -6.40655 0.35 0.49 0.00
O 2.83391 -6.24215 -5.68919 -0.85 -0.05 -0.47
P 1.90360 -5.71235 -4.52204 -0.49 0.00 1.29
O 0.57305 -6.38580 -4.29018 2.68 1.10 -0.54
O 2.92894 -5.88942 -3.27512 -2.58 -0.36 -0.82
C 4.13406 -5.19854 -3.14046 0.94 0.50 0.64
O 1.89800 -4.10733 -4.75039 0.72 -2.18 1.84
C 1.65048 -3.48307 -5.98619 -0.48 0.77 0.40
H 1.89045 -8.14205 -6.05500 -0.02 0.31 0.28
H 3.66250 -7.97282 -6.27939 -0.20 -0.21 -0.26
H 2.50865 -7.21619 -7.44479 0.11 -0.26 0.01
H 4.87532 -5.90256 -2.76233 0.06 -0.05 -0.28
H 4.01904 -4.46806 -2.33966 0.03 0.31 -0.18
H 4.47942 -4.72931 -4.06168 -0.07 -0.03 -0.01
H 0.68956 -2.98811 -5.84568 -0.54 -0.72 -0.88
H 1.77530 -4.25993 -6.74052 -0.29 0.80 -0.60
H 2.28961 -2.60191 -6.04258 0.74 -0.44 -0.49
C 2.37997 2.04033 -0.20847 0.98 2.27 1.44
O 1.57913 0.97457 -0.47822 -1.23 -2.39 -0.75
P 0.20834 0.68907 0.30187 0.98 -0.95 -1.34
O 0.41742 0.53539 1.74095 -0.61 0.46 0.20
O -0.76092 1.86949 -0.18853 1.19 -1.39 1.39
C -0.70256 2.41065 -1.48099 -1.61 0.17 -1.94
O -0.27020 -0.65900 -0.46146 -1.38 3.03 0.13
C 0.40630 -1.84836 -0.28568 2.33 -0.88 -0.13
H 2.76517 2.07206 0.81070 -0.24 -0.41 0.42
H 1.76448 2.93592 -0.29331 0.45 0.56 -0.41
H 3.30886 2.08332 -0.77716 -0.47 -0.18 -0.69
H -1.76175 2.53337 -1.70716 -0.04 0.67 -0.20
H -0.38685 1.76972 -2.30418 0.56 -0.66 0.51
H -0.18017 3.35636 -1.62533 0.09 0.04 0.78
H 0.57097 -2.35061 -1.23895 -1.12 -0.33 -0.17
H 0.00609 -2.48215 0.50569 -0.09 0.07 -0.15
H 1.45718 -1.61116 -0.11989 0.23 -0.11 0.91
C -3.42751 1.52842 5.55144 0.08 1.28 1.54
O -3.52922 0.12399 5.68715 -2.19 -1.08 -0.06
P -5.05979 -0.51915 5.73583 -0.19 0.28 -1.74
O -6.00606 0.13336 4.78306 1.11 -0.87 1.81
O -4.78606 -2.09207 5.38226 -3.14 3.64 -0.68
C -3.66701 -2.58585 5.93955 2.99 -1.29 1.27
O -5.46341 -0.48148 7.31889 1.14 -0.46 -1.67
C -6.78659 -0.84184 7.68413 -1.36 0.48 0.48
H -2.97173 1.87558 6.47872 0.62 0.06 -0.06
H -4.35424 2.10009 5.60109 -0.50 -0.57 -0.58
H -2.84275 1.88944 4.70538 -0.01 -0.65 -0.13
H -3.86458 -3.62289 6.21088 0.44 -0.05 -0.02
H -3.34209 -2.02082 6.81319 -0.11 -0.27 0.43
H -2.82061 -2.46147 5.26409 0.04 -0.52 -0.13
H -6.83875 -1.48961 8.55922 0.70 0.12 0.11
H -7.41216 -1.35156 6.95137 0.53 0.10 -0.60
H -7.28500 0.09761 7.92312 -0.20 -0.12 0.09
C 0.68699 -1.85764 8.83971 -0.09 -0.18 0.35
O 0.21300 -1.08844 7.70042 1.05 -1.46 -0.80
P 0.18058 -1.86129 6.28586 -0.76 0.54 -2.10
O -0.63582 -3.13239 6.24575 1.87 2.49 -0.05
O -0.41236 -0.63115 5.32908 0.76 -3.02 1.61
C 0.09102 0.68008 5.43062 -0.04 1.23 -0.44
O 1.74475 -1.95689 5.73982 -2.67 0.54 3.34
C 2.13205 -2.34765 4.47885 1.64 -0.58 -1.76
H 1.60770 -1.43137 9.23807 -0.32 0.47 0.02
H 0.95192 -2.89718 8.64665 -0.29 -0.03 -0.65
H -0.13318 -1.88341 9.55717 0.26 0.24 0.11
H 1.02219 0.91583 5.94584 0.13 -1.01 0.44
H -0.68400 1.26373 5.92740 0.05 0.29 -0.28
H 0.31022 0.99783 4.41126 -0.52 0.26 -0.06
H 2.67476 -1.52378 4.01538 -0.61 0.45 -0.37
H 1.38739 -2.78387 3.81305 -0.24 0.25 0.21
H 2.95510 -3.05782 4.55855 -0.27 -0.56 0.30
C -0.26294 6.17500 -0.39882 0.00 0.88 0.01
O -0.20744 5.86326 -1.80980 1.58 0.24 -0.47
P 1.05555 6.40825 -2.67666 -0.27 1.58 -1.46
O 1.27720 7.90249 -2.77784 -0.41 -3.12 0.80
O 2.30372 5.51748 -2.13511 -2.05 0.22 -0.30
C 3.52092 5.48714 -2.83644 1.50 0.55 -1.09
O 0.71573 5.76161 -4.14665 -0.64 0.48 1.19
C -0.51978 6.13481 -4.83748 -0.30 0.00 0.03
H 0.67586 6.59096 -0.03312 0.24 -0.37 -0.04
H -0.56756 5.29558 0.16856 0.04 0.12 -0.25
H -0.96637 6.99937 -0.28177 -0.28 -0.28 0.13
H 3.44737 5.48690 -3.92395 -0.70 0.12 -0.10
H 4.09877 4.58084 -2.65531 -0.32 -0.02 0.72
H 4.10776 6.37641 -2.60641 0.10 -0.09 0.29
H -0.30111 6.46820 -5.85194 0.34 -0.03 0.19
H -1.13852 6.89475 -4.36024 0.66 0.39 0.38
H -1.22962 5.30979 -4.89723 0.54 -0.48 0.06
C -3.61381 6.07495 -1.00642 0.42 -0.01 0.04
O -3.17054 5.01700 -0.06242 -0.80 1.02 0.32
P -3.49125 5.22434 1.51160 0.65 0.07 0.41
O -4.04673 6.52182 1.92307 0.69 -0.54 -0.42
O -4.45722 3.99597 1.81051 1.06 0.56 -2.05
C -4.73657 3.56359 3.08988 -0.79 -0.78 1.82
O -2.06544 4.88879 2.26204 -2.46 2.15 -0.30
C -1.48149 3.63375 2.36124 0.37 -0.79 -0.67
H -2.93011 6.08631 -1.85525 0.17 -0.40 0.20
H -3.57411 7.06982 -0.56285 -0.04 -0.24 0.37
H -4.61484 5.91859 -1.40839 -0.03 -0.41 0.42
H -4.21618 4.12328 3.86708 0.20 0.07 -0.04
H -4.50889 2.50143 3.17978 0.15 -0.01 -0.07
H -5.80341 3.65586 3.29343 -0.05 0.13 -0.11
H -0.44137 3.80297 2.08265 0.08 -0.61 -0.20
H -2.01633 2.97880 1.67344 0.56 -0.50 0.07
H -1.48036 3.21603 3.36803 -0.28 0.20 0.15